1 | Molecular formula: C2H3NO2
Method: DFT, wB97M-V/def2-TZVPD

Geometry (Å):
O (-2.3166, 0.0604, -0.1762)
C (-1.1420, -0.0848, -0.4144)
N (-0.1433, -0.0064, 0.5270)
C (1.2368, -0.0039, 0.1332)
O (1.7765, 0.9579, -0.3310)
H (-0.7568, -0.3245, -1.4226)
H (-0.3960, 0.3792, 1.4308)
H (1.7414, -0.9778, 0.2532)

Values from the calculation:
HOMO-LUMO gap, Ha: 0.3947
E_HOMO, eV: -10.487
2S+1: 1
SMILES: O=CNC=O



2 | Molecular formula: C2H3NO2
Method: DFT, wB97M-V/def2-TZVPD

Geometry (Å):
C (-2.6446, -0.1999, -0.0494)
C (-1.3406, -0.3010, -0.3653)
N (-3.6804, -0.2940, 0.4507)
O (2.2693, -0.2229, 0.1289)
O (-0.5875, 0.7242, -0.5486)
H (2.4023, -0.4119, 1.0271)
H (3.1588, 0.0509, -0.0009)
H (0.4227, 0.6546, -0.6425)

Values from the calculation:
HOMO-LUMO gap, Ha: 0.2961
E_HOMO, eV: -8.701
2S+1: 1



Which structure above is the least stable one? 2 is the least stable one.